{
  "formula": "C6H9NO",
  "method": "the ωB97M-V functional and the def2-TZVPD basis",
  "relative_energy_kj_mol": 394.5,
  "smiles": "N[C@H]1[C@H]2[C@H]3C[C@@H]1O[C@H]32",
  "homo_energy_ev": -8.75,
  "lumo_ha": 0.03117,
  "homo_lumo_gap_ev": 9.6,
  "max_force_ha_per_bohr": 0.0984,
  "species": ["C", "C", "C", "C", "C", "C", "H", "H", "H", "H", "H", "H", "H", "H", "H", "N", "O"],
  "coordinates": [[0.4476, 0.8044, -0.4985], [-0.6200, 0.8806, 0.6977], [-0.3042, -0.4886, 1.4329], [-0.3553, -1.3526, 0.2136], [-1.3471, -0.6409, -0.6918], [0.0957, -0.6202, -0.9066], [2.4577, 0.9187, -1.2504], [2.2469, 0.5618, 0.4877], [0.0144, 1.3955, -1.4145], [-0.7618, 1.7885, 1.3386], [0.7139, -0.1663, 1.9875], [-1.0189, -0.5790, 2.2243], [-0.1691, -2.4339, 0.0286], [-2.0694, -0.7138, -1.5964], [0.5751, -1.2122, -1.7856], [1.8147, 1.2430, -0.2027], [-1.7202, 0.6149, -0.0644]]
}